DFT (ωB97M-V/def2-TZVPD) results for a cluster of 11 separate species, C25H74NO21 in total in a non-equilibrium geometry.

For the LUMO energy, the calculation gives -1.996 eV. The calculation puts the largest force on an atom at 12.55 eV/A. The net charge is +1. As for the HOMO energy: -11.48 eV. Its energy above the lowest of the compared OMol25 structures with the same formula, charge and spin is 113.4 kJ/mol.

Last column: Löwdin charge in e.
Element x y z (Å)
C 1.6401 -2.4729 0.6044  0.01
N 0.8586 -1.1956 0.3596  -0.28
C 0.6320 -0.5394 1.7808  0.05
C 1.7272 -0.2812 -0.4325  -0.03
C -0.4072 -1.4196 -0.4588  -0.03
C -1.3432 -0.1180 -0.4094  -0.17
O -2.4145 -0.4151 -1.2892  -0.07
H 1.5154 -2.8857 -0.3860  0.09
H 1.1381 -3.2256 1.2039  0.10
H 2.7867 -2.3913 0.7727  0.15
H 0.1952 0.5255 1.6937  0.12
H 1.6160 -0.5247 2.3689  0.11
H 0.0960 -1.1405 2.3979  0.06
H 1.4170 0.6684 -0.5442  0.03
H 2.1311 -0.6388 -1.4060  0.13
H 2.6792 -0.0192 0.1373  0.12
H -1.0425 -2.2624 -0.2374  0.12
H -0.1203 -1.5583 -1.4790  0.13
H -0.8373 0.7440 -0.6261  0.06
H -1.8031 -0.0987 0.5336  0.11
H -3.2019 0.1053 -1.2413  0.03
C 2.6181 -2.6192 5.3336  -0.23
C 1.7788 -1.4259 6.0039  -0.16
O 2.0514 -1.5323 7.4798  -0.03
O 2.5535 -2.1960 4.0042  -0.12
H 1.7670 -3.6089 5.5072  0.19
H 3.6461 -2.6320 5.6897  0.11
H 0.6550 -1.5506 5.7190  0.14
H 2.1786 -0.4187 5.6759  0.12
H 2.8240 -1.2732 7.6474  -0.06
H 3.0402 -2.7596 3.4307  0.06
C -2.9661 -4.2468 -1.1510  -0.27
C -3.5991 -5.5981 -1.1514  -0.27
O -4.7216 -5.7216 -0.3514  -0.06
O -2.1777 -3.9819 -2.2302  0.03
H -2.3871 -3.9157 -0.2881  0.10
H -3.8524 -3.5711 -1.2077  0.13
H -2.8107 -6.0606 -0.6298  0.08
H -3.7784 -6.2154 -2.0214  0.14
H -5.2617 -6.5316 -0.5527  0.12
H -2.6946 -3.9632 -2.8942  -0.01
C 3.1727 3.3519 1.3101  -0.21
C 2.0379 2.9233 2.2355  -0.28
O 2.4639 2.0615 3.1780  -0.03
O 2.6189 4.2296 0.3045  -0.09
H 3.9294 2.5546 1.0447  0.14
H 3.8074 4.0333 1.7577  0.09
H 1.3075 2.4500 1.6552  0.09
H 1.8975 3.8244 2.6434  0.09
H 3.4227 2.2058 3.3323  0.12
H 3.3687 4.7280 -0.1767  0.15
C -0.2648 3.8665 -1.6458  -0.23
C -1.4719 4.1157 -0.6088  -0.22
O -2.3453 5.2206 -0.8204  -0.07
O 0.5186 2.8690 -1.0517  -0.10
H 0.4065 4.7677 -1.6008  0.12
H -0.5926 3.8273 -2.7441  0.13
H -0.9083 4.2002 0.2453  0.07
H -2.0669 3.1528 -0.4391  0.13
H -2.1293 5.9547 -0.1845  0.12
H 1.2634 3.3165 -0.6761  0.02
C -0.2003 -6.3250 1.8852  -0.21
C -0.2344 -6.2283 3.3698  -0.24
O 0.8113 -7.0033 4.0303  -0.11
O -1.1563 -5.4118 1.2990  -0.05
H -0.3314 -7.2739 1.5071  0.09
H 0.9121 -6.0616 1.5643  0.16
H -1.2506 -6.5848 3.6369  0.14
H -0.2323 -5.3297 3.6884  0.04
H 0.9514 -7.0764 5.0735  0.16
H -1.9698 -5.5109 1.6748  0.03
C -2.5513 1.1304 -5.5816  -0.25
C -2.0077 0.3355 -4.3354  -0.29
O -1.6565 1.2594 -3.4192  -0.08
O -2.8895 0.3115 -6.6737  -0.05
H -1.7474 1.7785 -5.8873  0.10
H -3.3478 1.8460 -5.1206  0.14
H -1.1596 -0.3524 -4.7266  0.15
H -2.7068 -0.3228 -3.9353  0.08
H -1.4275 0.8163 -2.5586  0.08
H -2.8054 0.8809 -7.4604  0.10
C 6.0629 1.1211 -3.0872  -0.24
C 5.9781 1.4383 -1.5911  -0.25
O 5.1213 0.4806 -0.9800  -0.08
O 6.8368 2.1885 -3.6873  -0.09
H 5.0262 1.0834 -3.5766  0.12
H 6.4563 -0.0533 -3.2212  0.17
H 5.3955 2.3246 -1.5889  0.09
H 6.9567 1.5690 -1.0846  0.14
H 5.3515 -0.3980 -1.1903  0.05
H 6.2299 2.9683 -3.7416  0.10
C -1.7818 2.1813 5.7174  -0.18
C -0.8782 2.3541 4.4245  -0.19
O -1.6887 2.0883 3.3207  -0.05
O -1.0084 2.6710 6.7787  -0.03
H -2.0531 1.2044 6.1886  0.13
H -2.7332 2.6817 5.6460  0.11
H -0.0992 1.8139 4.4785  0.04
H -0.5660 3.2869 4.2752  0.09
H -2.2902 2.7875 3.1308  0.08
H -1.1757 2.1859 7.5018  0.02
C 1.9742 1.8516 -4.2815  -0.27
C 2.4957 3.1514 -3.6967  -0.27
O 3.3538 3.6654 -4.6150  -0.09
O 1.3067 1.1188 -3.4065  0.04
H 2.5583 1.0352 -4.7682  0.16
H 1.4840 2.0897 -5.0298  0.04
H 3.0100 3.1118 -2.7848  0.09
H 1.6422 3.9410 -3.6305  0.15
H 2.7068 3.7538 -5.4650  0.18
H 0.5045 1.3160 -3.3985  -0.07
C -5.9180 1.1326 -2.7457  -0.23
C -5.6306 0.6568 -1.2770  -0.17
O -4.4421 1.2444 -0.7434  -0.02
O -7.2239 0.7317 -3.1310  -0.03
H -4.9842 0.9986 -3.2690  0.10
H -6.0126 2.1760 -2.8429  0.11
H -5.6920 -0.3602 -1.1461  0.10
H -6.4271 1.0252 -0.6394  0.13
H -4.3316 2.0262 -1.0985  0.01
H -7.0766 -0.2082 -2.8898  0.10

Cartesian forces (eV/Å) of the 2 atoms listed first:
C 0.8 -0.5 -2.0
N 0.5 0.7 2.2



DFT (ωB97M-V/def2-TZVPD) results for a structure of composition C12H8B2Br4O18V in a non-equilibrium geometry.

For the LUMO energy, the calculation gives -0.379 eV. The calculation puts the largest force on an atom at 2.60 eV/A. The net charge is -1. As for the HOMO energy: -7.53 eV. Its energy above the lowest of the compared OMol25 structures with the same formula, charge and spin is 0.0 kJ/mol.

Last column: Löwdin charge in e.
Element x y z (Å)
O 1.3674 1.6682 1.3564  -0.34
V 1.3249 0.6899 0.1101  1.05
O 2.2370 1.2970 -1.0152  -0.25
O 1.3601 -1.4493 0.1775  0.05
C 1.1990 -2.5845 -0.2262  -0.33
O 0.4416 -2.9647 -1.1812  0.30
B 0.5450 -4.4471 -1.3225  -0.84
O 1.6135 -4.8494 -0.3932  0.27
C 1.9228 -3.8078 0.3526  -0.39
O 2.6350 -3.7847 1.3042  0.18
O 0.7026 -4.8646 -2.6867  0.24
C -0.4361 -5.4109 -3.1539  -0.36
O -0.6487 -5.7457 -4.2653  0.19
C -1.4051 -5.4858 -1.9320  -0.41
O -0.8032 -4.9663 -0.9030  0.23
O -2.4997 -5.9602 -2.0294  0.16
O -5.7151 -0.6543 -4.8314  0.17
C -4.6542 -0.8250 -4.3212  -0.38
O -3.8700 0.0632 -3.7043  0.24
B -2.6059 -0.5644 -3.3515  -0.86
O -2.7863 -1.9990 -3.5943  0.24
C -3.8910 -2.1662 -4.2904  -0.39
O -4.2851 -3.1614 -4.8210  0.17
O -2.2710 -0.3175 -1.9202  0.30
C -1.1220 0.2442 -1.8535  -0.33
O -0.6185 0.6359 -0.8099  0.05
C -0.5249 0.3902 -3.2626  -0.39
O -1.4701 0.0191 -4.0997  0.26
O 0.5618 0.7858 -3.5440  0.18
Br -0.3718 3.7802 3.5299  0.66
C -0.0022 4.9011 1.9539  -0.68
C 0.2407 6.3411 2.3451  -0.69
Br 0.3179 7.4859 0.7405  0.59
H -0.8413 4.7551 1.2816  0.05
H 0.8771 4.5312 1.4295  0.05
H 1.1337 6.4450 2.9560  0.06
H -0.5678 6.7516 2.9456  0.04
Br 1.3837 0.4655 6.4701  0.60
C 2.1160 1.8029 5.2251  -0.72
C 3.6054 1.9773 5.4582  -0.70
Br 4.2634 3.5576 4.5186  0.60
H 1.5883 2.7229 5.4356  0.00
H 1.9530 1.4279 4.2207  0.03
H 4.1862 1.0984 5.1938  0.06
H 3.8140 2.1716 6.5077  0.04

Cartesian forces (eV/Å) of the 2 atoms listed first:
O 0.0 -0.8 -0.7
V -1.1 -0.3 -1.7



DFT (ωB97M-V/def2-TZVPD) results for a cluster of 6 separate species, C23H36I2O15PS2 in total in a non-equilibrium geometry.

For the LUMO energy, the calculation gives -4.867 eV. The calculation puts the largest force on an atom at 4.82 eV/A. The net charge is +1. As for the HOMO energy: -12.17 eV.

Last column: Löwdin charge in e.
Element x y z (Å)
C -0.3234 -1.3830 0.2117  -0.16
C -1.9331 -0.9390 0.3042  -0.69
I -3.1805 -2.3158 1.5407  0.84
C -2.4809 0.2705 -0.3771  -0.95
I -1.1544 1.6355 -1.5426  0.84
S -4.3072 0.7140 -0.2924  0.67
P -5.5654 -0.8058 -1.1303  0.09
S -7.4415 -0.3823 -0.7337  0.17
H 0.2924 -0.9757 1.1257  0.10
H -0.3398 -2.5663 0.2033  0.09
H 0.1438 -1.0577 -0.8325  0.07
H -4.4416 1.8191 -1.1934  0.03
H -5.3041 -2.1455 -0.6702  -0.06
H -5.4646 -0.8179 -2.5848  0.00
C 2.9400 3.5474 1.2707  -0.01
C 2.4169 2.1406 1.4790  -0.35
C 3.2155 1.3361 2.4590  -0.09
O 2.9649 0.0075 2.0358  0.04
C 2.6995 0.0750 0.6940  -0.52
O 2.6214 -0.8920 -0.0426  0.11
O 2.5391 1.3723 0.2933  0.07
H 2.7606 4.1680 2.1538  0.10
H 4.0150 3.5448 1.0600  0.09
H 2.4534 4.0129 0.4068  0.08
H 1.3544 2.1712 1.7501  0.16
H 2.8847 1.4829 3.4911  0.15
H 4.2947 1.5187 2.4000  0.15
C -1.7148 1.9711 -6.5983  -0.02
C -3.1818 2.2857 -6.3858  -0.35
C -3.4982 3.7501 -6.4176  -0.11
O -4.6712 3.8237 -5.6265  0.08
C -4.6075 2.7768 -4.7460  -0.50
O -5.3507 2.6326 -3.7918  0.11
O -3.5959 1.9198 -5.0797  0.06
H -1.4174 2.1651 -7.6333  0.10
H -1.0797 2.5694 -5.9360  0.09
H -1.5103 0.9211 -6.3628  0.09
H -3.7941 1.7230 -7.1011  0.17
H -3.6901 4.1163 -7.4301  0.15
H -2.7282 4.3753 -5.9511  0.14
C 2.8197 9.0150 -0.3472  -0.02
C 4.0022 8.0977 -0.1097  -0.35
C 3.8916 6.7744 -0.8038  -0.12
O 4.6966 5.9380 0.0083  0.04
C 4.6612 6.4753 1.2674  -0.51
O 5.0859 5.9210 2.2655  0.13
O 4.0815 7.7135 1.2532  0.09
H 2.8117 9.3871 -1.3761  0.09
H 1.8721 8.4998 -0.1562  0.09
H 2.8544 9.8694 0.3373  0.09
H 4.9355 8.6137 -0.3668  0.17
H 4.2741 6.8043 -1.8281  0.15
H 2.8736 6.3682 -0.8140  0.13
C -2.6303 -6.5554 1.2827  -0.03
C -3.9734 -7.2552 1.3329  -0.35
C -4.9029 -6.7085 2.3734  -0.12
O -5.7371 -7.8201 2.6486  0.07
C -4.9898 -8.9365 2.3830  -0.50
O -5.3164 -10.0715 2.6816  0.15
O -3.8280 -8.6050 1.7430  0.09
H -2.7292 -5.5441 0.8771  0.04
H -2.1794 -6.4881 2.2788  0.09
H -1.9279 -7.1191 0.6592  0.09
H -4.4343 -7.2556 0.3375  0.16
H -5.4922 -5.8630 2.0073  0.14
H -4.3990 -6.4176 3.3023  0.14
C 3.3697 -3.1312 2.0753  -0.03
C 4.1131 -4.1597 2.9034  -0.35
C 3.2619 -5.3103 3.3473  -0.12
O 3.9268 -5.7440 4.5207  0.06
C 4.5635 -4.6441 5.0306  -0.50
O 5.0808 -4.5963 6.1324  0.14
O 4.5358 -3.6076 4.1394  0.09
H 3.1257 -3.5265 1.0847  0.09
H 2.4399 -2.8228 2.5655  0.09
H 3.9749 -2.2262 1.9554  0.08
H 5.0067 -4.5001 2.3658  0.16
H 3.2214 -6.1132 2.6057  0.14
H 2.2398 -5.0211 3.6174  0.14

Cartesian forces (eV/Å) of the 2 atoms listed first:
C -1.1 -0.6 -0.7
C -0.2 3.2 -1.9



Number 1: HOMO-LUMO gap 9.486 eV. Number 2: HOMO-LUMO gap 7.150 eV. Number 3: HOMO-LUMO gap 7.301 eV.